C3H5NO2 | wB97M-V/def2-TZVPD

Last column: Löwdin charge in e.
Positions of all 11 atoms, in Å:
O  0.0121  1.2887  1.4366  -0.0673
C  -0.6377  0.7403  0.3054  -0.2385
C  -0.1388  -0.6488  0.0512  -0.1396
O  0.6536  -1.0227  1.0013  0.0532
C  0.6135  -1.2135  -2.0174  -0.1897
N  0.4715  -1.8754  -2.9616  0.0627
H  -0.6389  1.4422  2.1214  0.1051
H  -1.7186  0.6427  0.4496  0.1347
H  -0.5111  1.3919  -0.5576  0.1271
H  1.1439  -0.4643  -1.4924  0.0394
H  0.7505  -0.2810  1.6636  0.1129

Values from the calculation:
Largest force on an atom: 2.5 eV Å⁻¹
Energy above the lowest of the compared OMol25 structures with the same formula, charge and spin: 496.3 kJ/mol
Energy: -322.38531 Eh
2S+1: 1
Net charge: 0

=====

C30H31BrFeGeN3O5S2 | wB97M-V/def2-TZVPD

Last column: Löwdin charge in e.
Positions of all 74 atoms, in Å:
Fe  -0.3152  0.2440  0.6613  0.0183
Br  1.8501  2.1962  3.0159  0.9187
C  0.6385  3.0599  1.8648  -0.6663
C  0.6520  4.4526  1.8753  -0.0905
C  -0.2524  5.1302  1.0905  -0.0245
C  -1.1447  4.4000  0.3203  0.0331
C  -1.0636  3.0224  0.3683  -0.1613
N  -0.1863  2.3394  1.1252  0.0626
C  -1.9581  2.2475  -0.5368  -0.5030
O  -2.8936  2.7292  -1.1036  0.1457
O  -1.5992  0.9481  -0.6700  -0.2848
H  1.3651  4.9690  2.4998  0.1018
H  -0.2638  6.2118  1.0787  0.1189
H  -1.8821  4.8571  -0.3223  0.1303
C  -2.3108  -3.8858  0.9423  -0.1155
C  -1.9169  -2.4364  1.0017  -0.7052
S  -0.7629  -1.8951  -0.0968  0.8062
C  -2.4922  -1.5968  1.9559  -0.7304
C  -3.4972  -2.1382  2.9268  -0.1135
S  -2.0124  -0.0039  2.0687  0.8589
H  -1.7651  -4.4095  0.1607  0.0624
H  -3.3797  -3.9912  0.7389  0.0821
H  -2.1104  -4.3819  1.8952  0.0889
H  -4.2292  -2.7793  2.4346  0.0752
H  -4.0207  -1.3249  3.4264  0.0661
H  -2.9961  -2.7370  3.6921  0.0931
C  3.5045  -0.4984  4.6427  -0.0964
C  3.4847  -1.9163  4.0996  -0.1771
C  2.9769  -2.0360  2.6533  -0.2979
C  2.9756  -3.5309  2.2562  -0.1650
C  2.5403  -3.8112  0.8267  -0.0698
C  3.9589  -1.3376  1.7236  -0.4050
O  5.1492  -1.5447  1.7559  0.1118
N  3.4240  -0.4856  0.7731  0.2347
C  2.0920  -0.1717  0.7202  -0.5756
O  1.6346  0.5524  -0.2058  -0.0704
N  1.2146  -0.5842  1.6182  0.0351
C  1.5300  -1.5188  2.5688  -0.4404
O  0.6946  -1.9711  3.3253  0.0925
H  3.9085  -0.4709  5.6551  0.0786
H  2.4955  -0.0852  4.6854  0.0413
H  4.1309  0.1556  4.0292  0.0699
H  2.8339  -2.5402  4.7134  0.1227
H  4.4879  -2.3434  4.1250  0.1206
H  2.3093  -4.0298  2.9622  0.1235
H  3.9880  -3.9036  2.4242  0.1229
H  1.5316  -3.4443  0.6250  0.0381
H  2.5439  -4.8850  0.6358  0.0785
H  3.2138  -3.3541  0.0971  0.0803
H  4.0453  -0.0914  0.0826  0.1709
Ge  -0.6495  0.3622  -2.2641  0.9914
C  -0.1065  2.1081  -2.8950  -0.2808
C  -0.9946  2.8804  -3.6514  -0.0960
C  -0.6483  4.1580  -4.0617  -0.0792
C  0.5889  4.6862  -3.7261  -0.0893
C  1.4850  3.9350  -2.9834  -0.0815
C  1.1396  2.6512  -2.5697  -0.0977
C  -2.0533  -0.3667  -3.3570  -0.2994
C  -1.7623  -1.4192  -4.2208  -0.1112
C  -2.7415  -1.9452  -5.0521  -0.0867
C  -4.0245  -1.4244  -5.0206  -0.0878
C  -4.3331  -0.3813  -4.1583  -0.0772
C  -3.3541  0.1439  -3.3295  -0.0954
H  0.5069  -0.6177  -2.1986  0.0151
H  -1.9719  2.4898  -3.9170  0.0992
H  -1.3473  4.7439  -4.6461  0.1050
H  0.8585  5.6845  -4.0492  0.1024
H  2.4547  4.3421  -2.7252  0.1024
H  1.8321  2.0762  -1.9819  0.0792
H  -0.7650  -1.8475  -4.2394  0.0981
H  -2.5057  -2.7659  -5.7177  0.1026
H  -4.7902  -1.8381  -5.6653  0.1024
H  -5.3389  0.0182  -4.1293  0.1044
H  -3.6003  0.9452  -2.6469  0.0892

Values from the calculation:
Largest force on an atom: 0.9 eV Å⁻¹
Energy above the lowest of the compared OMol25 structures with the same formula, charge and spin: 51.3 kJ/mol
Energy: -8413.40546 Eh
2S+1: 2
Net charge: 0

=====

C16H55F6N3O10P | wB97M-V/def2-TZVPD

Last column: Löwdin charge in e.
Positions of all 91 atoms, in Å:
P  -2.0990  0.3828  -1.5717  0.1270
F  -3.3674  0.5452  -0.6481  -0.1598
F  -1.9610  -1.1075  -1.0654  -0.1517
F  -3.1397  -0.2134  -2.6945  -0.2216
F  -0.8456  0.1855  -2.6358  -0.2036
F  -2.3831  1.8431  -2.2501  -0.2040
F  -1.0975  1.1013  -0.4842  -0.1828
C  4.4300  -3.7511  0.8227  -0.0762
C  5.3123  -4.0458  2.0622  -0.3553
O  4.7219  -3.3768  3.1109  -0.0687
H  3.3632  -3.6251  1.0071  0.0765
H  4.7181  -4.4747  0.0601  0.0648
H  4.7686  -2.7968  0.4193  0.0656
H  6.3653  -3.8490  1.8606  0.1089
H  5.3076  -5.0992  2.3421  0.0986
H  5.3950  -2.7875  3.4594  0.0857
C  -1.3713  -7.1724  5.4898  -0.0681
C  -0.8101  -6.6058  4.0711  -0.2569
O  -0.9752  -5.1703  3.9384  -0.1109
H  -0.6297  -6.8436  6.2178  0.0529
H  -1.2897  -8.2584  5.5344  0.0553
H  -2.3404  -6.8254  5.8483  0.0614
H  -1.3932  -7.0030  3.2403  0.0938
H  0.2577  -6.8172  4.0150  0.0974
H  -0.4081  -4.7658  3.2778  0.0751
C  -0.4264  -9.2108  -10.2022  -0.0738
C  -0.9723  -8.5406  -8.9615  -0.4603
C  -0.0348  -7.4411  -8.2365  -0.1477
O  -0.7134  -6.6377  -7.1934  -0.2226
C  0.1693  -5.6580  -6.5807  -0.0965
N  -2.2897  -8.0202  -9.1846  0.0391
H  -0.3310  -8.4917  -11.0158  0.0771
H  -1.1346  -10.0216  -10.3728  0.0778
H  0.5395  -9.6966  -10.0639  0.0718
H  -1.0086  -9.3137  -8.1940  0.1264
H  0.4620  -6.7655  -8.9329  0.1116
H  0.7152  -8.0447  -7.7255  0.1084
H  0.3624  -4.9250  -7.3640  0.0749
H  1.1690  -5.9992  -6.3119  0.0801
H  -0.3411  -5.0911  -5.8020  0.0897
H  -2.6221  -7.9151  -8.2366  0.0693
H  -2.1166  -7.0818  -9.5156  0.0749
C  -3.5249  6.8696  2.9808  -0.1128
C  -2.3324  7.4701  3.5789  -0.4166
C  -1.5492  6.5965  4.7189  -0.1403
O  -1.4702  7.2351  6.0073  -0.2192
C  -0.5661  8.3222  6.1593  -0.0997
N  -1.4588  7.7237  2.4265  0.0126
H  -3.4229  5.7947  2.8314  0.0856
H  -4.0616  7.3805  2.1814  0.0884
H  -4.2892  6.8767  3.7579  0.0773
H  -2.7463  8.3928  3.9856  0.1325
H  -0.6197  6.1707  4.3409  0.1086
H  -2.0494  5.6503  4.9253  0.1115
H  0.3737  7.7937  6.3194  0.0845
H  -0.8667  8.9556  6.9939  0.0854
H  -0.5479  8.9187  5.2472  0.0749
H  -0.6339  8.2537  2.6689  0.0560
H  -1.1189  6.8463  2.0594  0.0714
C  5.9061  6.6121  5.5815  -0.0714
C  5.8635  5.1820  5.0121  -0.4529
C  5.9375  5.1382  3.4802  -0.1602
O  5.6240  3.8258  2.9878  -0.2030
C  4.4664  3.1599  3.4632  -0.1147
N  6.8390  4.4085  5.8154  0.0376
H  6.7476  7.1212  5.1117  0.0745
H  5.9732  6.6601  6.6684  0.0717
H  4.9998  7.1557  5.3143  0.0716
H  4.8843  4.8002  5.3007  0.1068
H  6.9478  5.4120  3.1764  0.1294
H  5.1628  5.7592  3.0303  0.1262
H  4.5636  2.8128  4.4919  0.0724
H  4.4174  2.2127  2.9261  0.0916
H  3.5615  3.7567  3.3493  0.0933
H  6.3482  4.2598  6.6855  0.0668
H  6.9369  3.4847  5.4189  0.0603
O  -7.2558  3.4910  -1.1433  -0.0594
H  -6.8040  2.9508  -0.4950  0.0288
H  -7.2123  2.9815  -1.9525  0.0296
O  -1.7599  5.8510  -4.8106  -0.0584
H  -1.5842  5.1442  -4.1895  0.0321
H  -2.2086  6.5194  -4.2928  0.0254
O  -5.3032  -3.4658  -6.0655  -0.0561
H  -5.0406  -3.0821  -5.2289  0.0325
H  -4.7373  -4.2311  -6.1667  0.0231
O  -5.7238  2.1567  -5.8970  -0.0588
H  -5.4241  1.2758  -5.6727  0.0296
H  -4.9194  2.6664  -5.9940  0.0286
O  -6.3096  -3.4895  0.1994  -0.0571
H  -6.3660  -3.5255  1.1543  0.0241
H  -5.6017  -2.8695  0.0241  0.0325

Values from the calculation:
Largest force on an atom: 3.6 eV Å⁻¹
Energy: -2499.92778 Eh
2S+1: 1
Net charge: -1